234
Properties=species:S:1:pos:R:3 method="wB97M-V/def2-TZVPD" homo_lumo_gap_ha=0.3045 fmax_ev_per_a=4.08 smiles=CC1(C)CCCC(C)(C)N1O.CC1(C)CCCC(C)(C)N1O.CC1(C)CCCC(C)(C)N1O.CC1(C)CCCC(C)(C)N1O.CC1(C)CCCC(C)(C)N1O.COCCNCCOC.COCCNCCOC.CC(C)O.CC(C)O.CC(C)O energy_ev=-105845.951 homo_ev=-8.01 mol_weight_g_mol=1233.0
C 5.99 -1.16 1.97
C 6.79 -1.92 3.11
C 7.38 -3.26 2.67
C 7.97 -1.09 3.57
C 7.73 0.18 4.42
C 6.81 -0.23 5.59
C 5.55 -1.04 5.18
C 5.05 -1.57 6.54
C 4.50 -0.11 4.58
N 5.92 -2.18 4.32
O 4.94 -3.07 4.15
H 5.96 -0.08 2.15
H 6.49 -1.12 1.00
H 4.99 -1.54 1.77
H 6.62 -3.89 2.20
H 8.18 -3.19 1.94
H 7.71 -3.75 3.59
H 8.87 -1.59 3.89
H 8.19 -0.54 2.65
H 8.60 0.65 4.88
H 7.23 0.91 3.78
H 6.50 0.70 6.06
H 7.45 -0.69 6.34
H 4.88 -0.77 7.26
H 5.67 -2.39 6.90
H 4.10 -2.08 6.36
H 4.91 0.74 4.03
H 3.91 0.42 5.33
H 3.79 -0.63 3.94
H 5.21 -3.89 4.58
C -6.52 2.16 -1.58
C -7.08 3.46 -0.97
C -8.41 3.09 -0.31
C -6.09 3.79 0.23
C -6.48 5.17 0.81
C -6.33 6.27 -0.26
C -7.20 5.93 -1.51
C -8.69 6.39 -1.18
C -6.63 6.80 -2.63
N -7.04 4.52 -2.01
O -7.88 4.20 -3.12
H -5.65 2.26 -2.24
H -6.31 1.40 -0.84
H -7.36 1.62 -2.02
H -9.17 2.91 -1.07
H -8.32 2.22 0.34
H -8.97 3.81 0.29
H -6.06 3.00 0.99
H -5.07 3.88 -0.15
H -7.51 5.17 1.17
H -5.85 5.32 1.69
H -5.28 6.26 -0.55
H -6.54 7.24 0.20
H -9.43 6.13 -1.94
H -8.66 7.48 -1.12
H -9.09 6.03 -0.23
H -6.99 6.44 -3.59
H -5.54 6.84 -2.69
H -6.99 7.82 -2.53
H -7.39 3.45 -3.47
C -1.26 1.20 3.45
C -1.83 2.60 3.44
C -3.35 2.52 3.06
C -1.64 3.17 4.90
C -1.89 4.71 5.04
C -0.97 5.42 4.02
C -1.09 4.91 2.55
C -2.23 5.68 1.85
C 0.23 5.31 1.86
N -1.09 3.40 2.44
O -1.05 2.97 1.12
H -1.29 0.72 2.47
H -0.27 1.03 3.86
H -1.96 0.55 3.98
H -3.60 1.74 2.34
H -3.95 2.25 3.93
H -3.72 3.51 2.80
H -2.41 2.71 5.53
H -0.67 2.92 5.32
H -2.92 4.95 4.76
H -1.60 5.11 6.00
H 0.09 5.21 4.20
H -1.16 6.49 4.04
H -3.11 5.68 2.49
H -2.40 5.25 0.87
H -2.06 6.74 1.63
H 0.99 4.64 2.28
H 0.73 6.24 2.13
H 0.27 5.16 0.78
H -0.14 2.66 1.09
C -0.19 -4.23 6.31
C 0.34 -4.30 4.89
C 1.86 -3.86 4.80
C 0.28 -5.79 4.36
C -1.13 -6.31 4.25
C -1.89 -5.43 3.25
C -1.87 -3.86 3.60
C -2.23 -3.24 2.25
C -2.95 -3.54 4.69
N -0.55 -3.46 3.99
O -0.42 -2.10 4.24
H 0.45 -4.85 6.93
H -0.03 -3.23 6.71
H -1.20 -4.54 6.57
H 2.15 -3.79 3.76
H 1.93 -2.88 5.26
H 2.58 -4.48 5.34
H 0.82 -5.97 3.43
H 0.78 -6.38 5.13
H -1.21 -7.32 3.85
H -1.64 -6.44 5.20
H -2.93 -5.77 3.27
H -1.36 -5.61 2.32
H -2.29 -2.15 2.26
H -3.18 -3.62 1.88
H -1.48 -3.46 1.48
H -2.88 -2.47 4.89
H -2.94 -4.14 5.60
H -4.02 -3.62 4.50
H -0.85 -2.09 5.10
C 7.59 -1.34 -2.37
C 7.88 -2.77 -2.86
C 9.01 -2.75 -3.94
C 8.38 -3.65 -1.66
C 7.29 -4.19 -0.79
C 6.16 -4.91 -1.60
C 5.57 -3.96 -2.68
C 4.71 -4.95 -3.61
C 4.63 -2.96 -2.01
N 6.64 -3.31 -3.42
O 6.21 -2.64 -4.54
H 6.68 -1.22 -1.78
H 8.37 -1.01 -1.68
H 7.46 -0.63 -3.18
H 8.93 -1.92 -4.64
H 9.96 -2.79 -3.41
H 9.00 -3.65 -4.55
H 8.93 -4.51 -2.04
H 9.04 -3.18 -0.92
H 7.81 -4.86 -0.10
H 6.89 -3.35 -0.22
H 5.32 -5.31 -1.02
H 6.64 -5.81 -1.99
H 3.86 -4.48 -4.08
H 4.18 -5.75 -3.09
H 5.30 -5.43 -4.39
H 5.08 -2.23 -1.33
H 3.81 -3.47 -1.50
H 4.21 -2.34 -2.80
H 6.35 -3.23 -5.29
C -1.98 5.69 -1.92
O -2.08 5.56 -3.29
C -2.42 4.30 -3.81
C -1.39 3.19 -3.53
N -0.06 3.51 -4.09
C 1.09 2.65 -3.70
C 1.52 2.63 -2.27
O 2.20 3.86 -2.06
C 2.67 4.09 -0.71
H -1.98 6.76 -1.72
H -0.96 5.41 -1.66
H -2.72 5.14 -1.34
H -2.55 4.40 -4.89
H -3.40 3.92 -3.52
H -1.65 2.23 -3.97
H -1.31 3.09 -2.45
H 0.05 4.49 -3.84
H 2.03 2.97 -4.16
H 1.01 1.60 -4.00
H 2.23 1.82 -2.13
H 0.64 2.44 -1.64
H 1.96 3.80 0.06
H 2.91 5.14 -0.54
H 3.59 3.53 -0.55
C 1.40 0.11 1.49
O 1.02 0.19 0.07
C 1.12 -1.05 -0.60
C 0.88 -0.94 -2.12
N -0.31 -0.14 -2.39
C -1.51 -0.93 -2.25
C -2.82 -0.17 -2.60
O -3.02 0.99 -1.75
C -3.12 0.75 -0.37
H 2.39 -0.27 1.72
H 0.72 -0.52 2.06
H 1.35 1.09 1.96
H 0.33 -1.61 -0.10
H 2.05 -1.59 -0.42
H 0.82 -1.92 -2.58
H 1.72 -0.49 -2.65
H -0.35 0.72 -1.88
H -1.49 -1.49 -1.31
H -1.50 -1.70 -3.02
H -3.71 -0.78 -2.41
H -2.76 0.15 -3.64
H -4.11 0.35 -0.13
H -3.19 1.79 -0.05
H -2.32 0.20 0.12
C -0.86 0.57 -5.98
C -0.18 1.51 -6.92
C -0.43 1.13 -8.47
O -0.54 2.92 -6.84
H -0.53 0.66 -4.94
H -0.61 -0.43 -6.34
H -1.94 0.61 -6.10
H 0.86 1.47 -6.58
H 0.11 0.21 -8.69
H 0.02 1.90 -9.09
H -1.48 1.11 -8.74
H -0.19 3.31 -6.03
C -8.24 -3.13 -3.94
C -7.71 -1.69 -3.64
C -6.31 -1.41 -4.17
O -8.50 -0.74 -4.33
H -8.05 -3.27 -5.00
H -9.30 -3.25 -3.72
H -7.67 -3.88 -3.39
H -7.93 -1.41 -2.61
H -5.57 -2.17 -3.91
H -6.07 -0.40 -3.83
H -6.38 -1.38 -5.26
H -7.95 -0.01 -4.61
C 1.66 -6.09 -2.42
C 0.34 -5.31 -2.16
C 0.18 -4.68 -0.77
O 0.17 -4.33 -3.17
H 2.12 -5.83 -3.38
H 1.58 -7.17 -2.40
H 2.42 -5.91 -1.65
H -0.47 -6.05 -2.19
H 0.83 -3.81 -0.69
H 0.49 -5.48 -0.09
H -0.90 -4.65 -0.68
H 0.21 -4.72 -4.04